The following is a quantum chemistry calculation of a cluster of 8 separate species, C27H54N8O9 in total at a distorted geometry, from the Open Molecules 2025 dataset.

Energy above the lowest of the compared OMol25 structures with the same formula, charge and spin ... 1446.7 kJ/mol
SMILES string ... O=[N+]([O-])c1ccccc1.CN(C)C=O.CN(C)C=O.CN(C)C=O.CN(C)C=O.CN(C)C=O.CN(C)C=O.CN(C)C=O
DFT total energy ... -59204.9550 eV

Last columns: bonded neighbours and bond lengths (Å).
Geometry (Å):
1 H -4.68946 -1.60186 2.09838  C24 1.172
2 H 3.00154 5.17714 -1.97562  C12 1.084
3 H -0.13746 3.83614 -3.13062  C43 1.128
4 H 5.71554 4.26214 2.57938  C19 1.095
5 C -4.54746 -2.89086 -1.70062  H46 1.084, O82 1.274, N87 1.402
6 C -1.06646 -1.32586 3.02638  C32 1.576, N50 1.420, C95 1.652
7 H 3.45454 2.33014 -3.34162  C54 1.158
8 H 5.33154 -5.85486 1.45438  C86 1.003
9 N 3.79654 3.86714 2.98538  C19 1.533, C41 1.284, C83 1.466
10 N 1.24654 4.36114 -1.48662  C12 1.398, C43 1.421, C79 1.323
11 H 3.09154 3.23814 4.81238  C41 1.062
12 C 2.61554 4.48714 -1.23362  H2 1.084, N10 1.398, H38 1.093, H69 1.138
13 H -1.40846 -5.01486 2.26738  C91 1.250
14 O -3.29246 1.90914 1.02738  C15 1.271
15 C -4.10846 1.33814 0.23738  O14 1.271, N33 1.356, H66 1.006
16 H 3.44854 -4.70086 0.06838  C67 1.073
17 H 2.21954 -1.32786 -3.10962  C26 1.165
18 O -0.21946 0.84014 3.33338  N50 1.283
19 C 4.80054 4.76914 2.25738  H4 1.095, N9 1.533, H37 1.181, H61 1.134
20 H 0.23254 -3.31586 3.03438  C95 1.109
21 H 5.03954 1.61614 -3.06862  C54 1.092
22 C -4.91546 -1.38786 -3.64662  H27 1.139, H28 1.154, N87 1.472, H94 1.008
23 H -5.39346 1.41614 2.93238  C80 1.183
24 C -3.58446 -1.91986 2.32338  H1 1.172, C32 1.510, C57 1.491
25 H 5.78254 -4.57586 2.73538  C86 1.096
26 C 2.54654 -0.29986 -3.54962  H17 1.165, H62 1.021, H72 1.115, N84 1.429
27 H -3.84546 -1.54386 -4.00362  C22 1.139
28 H -5.05546 -0.28386 -3.34062  C22 1.154
29 H 1.46654 3.76814 -3.49462  C43 1.029
30 H 1.38354 1.11514 -1.00662  C98 1.047
31 H -7.10846 0.46914 0.56938  C52 1.001
32 C -2.54346 -0.88986 2.69138  C6 1.576, C24 1.510, H35 1.028
33 N -5.37646 1.41314 0.71138  C15 1.356, C52 1.475, C80 1.375
34 N -0.00846 -0.13986 -0.77962  C48 1.434, C90 1.404, C98 1.357
35 H -2.74246 0.11814 2.70638  C32 1.028
36 H 2.38954 -4.42886 3.53138  C51 0.973
37 H 4.51154 4.98014 1.13238  C19 1.181
38 H 2.95154 5.23414 -0.51062  C12 1.093
39 O 1.83354 -4.07586 0.97738  C67 1.235
40 H 0.41054 1.25314 0.57938  C98 1.175
41 C 3.71254 3.90514 4.26638  N9 1.284, H11 1.062, O47 1.305
42 C -6.64446 -3.25086 -3.08362  H44 1.042, H81 1.154, N87 1.532, H97 1.127
43 C 0.87254 3.65414 -2.66162  H3 1.128, N10 1.421, H29 1.029, H85 0.934
44 H -7.40046 -2.55786 -3.26562  C42 1.042
45 N 3.81754 -4.51586 2.03938  C51 1.455, C67 1.306, C86 1.508
46 H -3.61246 -2.34286 -1.68462  C5 1.084
47 O 4.20854 4.86014 5.00538  C41 1.305
48 C 0.02854 -1.56386 -0.61662  N34 1.434, H65 1.129, H77 1.053, H88 1.181
49 O 1.06454 -0.77386 3.85738  N50 1.241
50 N -0.06246 -0.42586 3.47238  C6 1.420, O18 1.283, O49 1.241
51 C 3.35154 -4.52486 3.41738  H36 0.973, N45 1.455, H60 1.098, H70 1.115
52 C -6.50546 0.91314 -0.09462  H31 1.001, N33 1.475, H59 0.971, H78 1.182
53 H 1.79254 0.07614 0.28938  C98 1.073
54 C 4.18554 1.52614 -3.74262  H7 1.158, H21 1.092, N84 1.451, H93 1.133
55 H -0.66046 4.15814 -0.86462  C79 1.107
56 H -5.32646 3.24514 1.92038  C80 1.268
57 C -3.24046 -3.36886 2.25138  C24 1.491, C91 1.462, H96 1.163
58 O -1.92846 -0.11586 -2.33162  C90 1.339
59 H -6.82346 1.56414 -0.74062  C52 0.971
60 H 3.57054 -5.32386 4.13838  C51 1.098
61 H 5.08254 5.68014 2.87138  C19 1.134
62 H 1.86554 0.20014 -2.97562  C26 1.021
63 H 5.87354 -4.36886 1.05438  C86 1.152
64 H -6.71346 1.85714 2.09938  C80 1.132
65 H -0.05146 -1.98286 -1.66162  C48 1.129
66 H -3.81546 0.90714 -0.62262  C15 1.006
67 C 3.02554 -4.39886 1.00738  H16 1.073, O39 1.235, N45 1.306
68 H 3.22954 3.10314 1.06338  C83 1.094
69 H 3.37154 3.64614 -1.36062  C12 1.138
70 H 3.84354 -3.63986 3.88338  C51 1.115
71 H 4.24954 -1.73786 -3.91862  C76 1.072
72 H 1.86954 -0.27086 -4.43562  C26 1.115
73 H 3.81854 1.74914 1.96738  C83 1.233
74 H 2.25254 2.58514 2.50438  C83 1.081
75 H -0.93846 1.53614 -1.39362  C90 1.082
76 C 4.77554 -0.81886 -3.74862  H71 1.072, N84 1.266, O89 1.265
77 H 0.79254 -1.87486 0.03838  C48 1.053
78 H -5.98046 -0.00886 -0.61562  C52 1.182
79 C 0.33654 4.51314 -0.53862  N10 1.323, H55 1.107, O92 1.258
80 C -5.60446 2.00814 1.93038  H23 1.183, N33 1.375, H56 1.268, H64 1.132
81 H -6.40646 -3.84386 -4.04462  C42 1.154
82 O -5.06446 -3.70786 -0.87062  C5 1.274
83 C 3.23454 2.82414 2.12138  N9 1.466, H68 1.094, H73 1.233, H74 1.081
84 N 3.91354 0.10314 -3.65462  C26 1.429, C54 1.451, C76 1.266
85 H 0.70254 2.81314 -2.29162  C43 0.934
86 C 5.25354 -4.93386 1.84438  H8 1.003, H25 1.096, N45 1.508, H63 1.152
87 N -5.31146 -2.54186 -2.82362  C5 1.402, C22 1.472, C42 1.532
88 H -1.04546 -1.86786 -0.23162  C48 1.181
89 O 6.00354 -0.63286 -3.98662  C76 1.265
90 C -1.03446 0.46614 -1.52262  N34 1.404, O58 1.339, H75 1.082
91 C -1.87146 -3.86086 2.39538  H13 1.250, C57 1.462, C95 1.485
92 O 0.68054 4.79914 0.63738  C79 1.258
93 H 4.54354 1.75114 -4.79362  C54 1.133
94 H -5.41746 -1.21586 -4.50362  C22 1.008
95 C -0.77646 -2.93286 2.77738  C6 1.652, H20 1.109, C91 1.485
96 H -4.17246 -4.00986 1.97938  C57 1.163
97 H -7.12346 -3.83486 -2.24662  C42 1.127
98 C 0.98254 0.58314 -0.19862  H30 1.047, N34 1.357, H40 1.175, H53 1.073

Results of the Mulliken charge analysis, in e, for atoms 1 through 4: H 0.26; H 0.49; H 0.30; H 0.42